This record from the Open Molecules 2025 dataset describes C45H62AsN7O2P3S4Ti as an isolated structure. The level of theory is wB97M-V/def2-TZVPD.

Positions of all 125 atoms, in Å:
Ti 0.35890 0.97194 0.76367
C -4.12101 -0.43222 -2.89444
P -3.27564 0.47429 -1.51959
C -4.43524 0.05685 -0.15799
C -3.84162 2.20496 -1.89676
C -5.17965 2.46480 -2.21047
C -5.62363 3.74322 -2.49164
C -4.71932 4.80087 -2.45812
C -3.39679 4.55553 -2.14181
C -2.93550 3.26632 -1.85732
P -1.15347 2.96209 -1.43856
C -0.74092 4.47109 -0.48971
C -0.40040 3.43286 -3.05761
H -5.19304 -0.23717 -2.98002
H -3.98055 -1.50185 -2.72114
H -3.64178 -0.18578 -3.84377
H -5.48661 0.19450 -0.42658
H -4.19103 0.67547 0.70624
H -4.27019 -0.98367 0.13055
H -5.89280 1.64880 -2.23148
H -6.66655 3.91845 -2.72960
H -5.04871 5.81293 -2.66335
H -2.70364 5.38682 -2.09732
H -0.79597 5.38450 -1.08841
H 0.27593 4.34745 -0.10867
H -1.37534 4.55706 0.39434
H -0.62885 4.46509 -3.33851
H -0.74233 2.76552 -3.85130
H 0.68052 3.31555 -2.94998
S -0.38176 1.70157 5.05186
As -0.47853 2.87154 3.26682
S -1.68896 1.75353 1.70858
S 1.41322 2.79471 2.12467
S -1.20420 4.85827 3.38492
C 2.01938 -2.09039 3.13745
C 1.43123 -1.51336 1.88764
O 1.10871 -0.23797 1.97957
C 1.16838 -2.26778 0.72981
C 1.66688 -3.58448 0.57119
C 1.36313 -4.35668 -0.53766
C 0.51734 -3.85587 -1.52420
C -0.01133 -2.56993 -1.38782
C 0.31014 -1.76182 -0.30310
O -0.22369 -0.56308 -0.20445
H 1.98266 -1.32559 3.91220
H 3.06373 -2.40893 3.01733
H 1.46015 -2.96980 3.47548
H 2.30775 -3.99424 1.34397
H 1.77707 -5.35525 -0.62607
H 0.25588 -4.45913 -2.38643
H -0.69996 -2.16530 -2.12080
N 1.55064 1.48018 -0.67251
P 2.83522 0.92212 -1.29579
N 3.86742 2.23144 -1.56959
C 3.65587 3.50195 -0.88694
C 4.04243 4.67080 -1.81759
C 3.96589 4.23116 -3.27612
C 5.00057 3.12978 -3.54002
C 5.11277 2.22256 -2.30021
N 3.64396 -0.18647 -0.32977
C 4.33610 -1.39282 -0.77520
C 4.98630 -2.07883 0.41776
C 6.06404 -1.18932 1.05273
C 5.64777 0.29233 1.00723
C 4.13233 0.39001 0.93267
N 2.56464 0.14859 -2.76033
C 3.50562 -0.52809 -3.64821
C 3.18579 -0.19454 -5.10232
C 1.83232 -0.80327 -5.49464
C 0.92151 -0.88236 -4.26121
C 1.20228 0.27229 -3.31225
H 4.25037 3.55399 0.03728
H 2.60753 3.55275 -0.59619
H 5.06201 5.01092 -1.60318
H 3.38342 5.51902 -1.62369
H 4.12099 5.07407 -3.95449
H 2.96390 3.84372 -3.47352
H 5.97887 3.57283 -3.75717
H 4.71188 2.54103 -4.41473
H 5.91836 2.59067 -1.64543
H 5.40519 1.21354 -2.58043
H 5.12410 -1.18582 -1.51597
H 3.61288 -2.07051 -1.23695
H 5.41109 -3.03225 0.09382
H 4.20352 -2.31382 1.14063
H 7.01721 -1.33354 0.53428
H 6.22261 -1.49901 2.08918
H 6.07252 0.78631 0.12782
H 6.01713 0.82995 1.88357
H 3.77514 1.41704 1.01841
H 3.67397 -0.13057 1.77857
H 3.46017 -1.61799 -3.51357
H 4.52815 -0.24214 -3.42124
H 3.98570 -0.55439 -5.75550
H 3.15697 0.89384 -5.20136
H 1.98213 -1.80406 -5.91016
H 1.36667 -0.20204 -6.28053
H 1.08528 -1.82061 -3.72891
H -0.13275 -0.86406 -4.54720
H 0.49239 0.31081 -2.48603
H 1.10308 1.21455 -3.87011
N -4.85918 -2.77809 6.10422
C -5.87114 -3.51530 6.67408
C -6.53831 -3.42203 7.89006
C -7.52387 -4.36137 8.13524
C -7.83267 -5.36006 7.19918
C -7.16333 -5.44332 5.99256
C -6.16818 -4.50507 5.72610
N -5.35836 -4.36259 4.61259
C -4.59931 -3.32973 4.87399
C -3.56770 -2.77079 3.98448
C -3.44410 -3.24930 2.68338
C -2.47541 -2.67502 1.87150
N -1.66328 -1.70824 2.27843
C -1.76863 -1.26071 3.52310
C -2.71265 -1.76191 4.41047
H -4.41724 -1.95778 6.47819
H -6.30194 -2.65129 8.61235
H -8.07051 -4.32541 9.06932
H -8.61158 -6.07562 7.43093
H -7.39644 -6.20953 5.26477
H -4.09607 -4.03137 2.32099
H -2.34722 -3.00064 0.84246
H -1.11046 -0.44454 3.81271
H -2.74836 -1.32829 5.40238

Values from the calculation:
2S+1 ... 2
DFT total energy ... -7988.1091 Ha
LUMO level (spin up / spin down) ... 3.73 / 3.73 eV
Net charge ... -2
Relative energy (zero: lowest compared OMol25 entry of this formula, charge and spin) ... 88.99 kJ/mol
Largest force on an atom ... 0.0200 hartree/bohr